Entry 1:
Density functional theory data (ωB97M-V/def2-TZVPD) for a cluster of 13 separate species, C64H117FO36 in total at a distorted geometry.

DFT total energy	-5316.987804	Ha
ΔE to the lowest compared entry with this formula, charge and spin	45.56	kcal/mol

The geometry in ORCA input format:
```
! RIJCOSX wB97M-V def2-TZVPD def2/J DEFGRID3
* xyz 0 1
C 1.152 -2.177 3.340
C 0.869 -2.523 4.837
C 0.542 -1.390 5.790
O -0.579 -1.992 6.428
C -1.068 -3.098 5.802
O -2.094 -3.755 6.080
O -0.222 -3.365 4.871
H 1.971 -1.487 3.139
H 0.243 -1.711 2.958
H 1.420 -3.071 2.776
H 1.755 -3.009 5.246
H 0.249 -0.490 5.249
H 1.328 -1.141 6.502
C 2.656 4.881 3.286
C 1.832 3.778 3.925
C 2.397 2.363 3.694
O 2.222 1.709 4.889
C 2.056 2.617 5.807
O 1.973 2.319 6.959
O 1.848 3.828 5.281
H 2.440 4.773 2.223
H 3.740 4.874 3.400
H 2.298 5.866 3.587
H 0.789 3.789 3.609
H 3.461 2.351 3.457
H 1.844 1.969 2.841
C 4.905 5.108 0.404
C 4.351 3.826 -0.210
C 5.367 2.944 -0.923
O 5.076 1.693 -0.352
C 4.083 1.741 0.539
O 3.651 0.781 1.180
O 3.785 3.014 0.774
H 4.182 5.584 1.066
H 5.254 5.901 -0.258
H 5.774 4.931 1.038
H 3.583 4.132 -0.920
H 6.387 3.221 -0.656
H 5.221 2.986 -2.002
C -2.693 3.933 -1.032
C -1.895 4.967 -0.139
C -1.236 4.326 1.067
O 0.159 4.523 0.781
C 0.364 5.262 -0.354
O 1.427 5.727 -0.752
O -0.867 5.586 -0.894
H -3.290 4.437 -1.792
H -3.351 3.328 -0.408
H -2.057 3.171 -1.482
H -2.611 5.722 0.187
H -1.420 3.252 1.088
H -1.616 4.819 1.962
C -3.692 0.618 6.328
C -3.510 0.681 4.800
C -4.021 1.993 4.143
O -2.896 2.615 3.624
C -1.835 1.819 3.790
O -0.708 1.999 3.261
O -2.160 0.699 4.450
H -3.226 1.399 6.928
H -3.525 -0.378 6.740
H -4.754 0.713 6.551
H -3.955 -0.155 4.259
H -4.620 2.607 4.816
H -4.721 1.701 3.360
C -7.262 1.234 -3.349
C -6.091 0.540 -2.539
C -6.231 -0.964 -2.666
O -4.889 -1.417 -2.871
C -4.068 -0.455 -3.065
O -2.861 -0.512 -3.249
O -4.790 0.653 -3.083
H -8.260 1.134 -2.924
H -7.253 0.723 -4.311
H -7.167 2.318 -3.421
H -5.946 0.916 -1.526
H -6.983 -1.234 -3.407
H -6.556 -1.330 -1.692
C 0.694 0.240 0.243
C -0.669 0.100 -0.454
C -1.250 -1.304 -0.301
O -2.501 -1.191 0.286
C -2.803 0.058 0.535
O -3.853 0.427 1.070
O -1.768 0.814 0.139
H 0.977 1.288 0.341
H 1.469 -0.267 -0.332
H 0.711 -0.226 1.228
H -0.712 0.353 -1.513
H -0.577 -1.966 0.244
H -1.441 -1.643 -1.319
F -7.514 0.986 0.687
C -7.279 2.346 0.847
C -6.006 2.889 0.834
C -5.714 4.239 1.122
C -6.793 5.092 1.271
C -8.067 4.625 1.203
C -8.363 3.254 1.038
H -5.184 2.192 0.760
H -4.679 4.547 1.093
H -6.632 6.160 1.269
H -8.873 5.335 1.322
H -9.373 2.873 1.073
C 10.618 -2.091 -1.295
O 9.728 -1.927 -0.213
C 9.051 -3.040 0.315
C 8.171 -3.840 -0.649
O 6.994 -3.103 -1.056
C 7.161 -1.966 -1.940
C 5.800 -1.191 -2.085
O 4.728 -2.064 -2.489
C 3.579 -1.338 -2.783
H 10.251 -2.756 -2.077
H 11.546 -2.438 -0.841
H 10.774 -1.109 -1.742
H 8.417 -2.713 1.139
H 9.695 -3.706 0.889
H 7.897 -4.799 -0.208
H 8.719 -4.276 -1.485
H 7.525 -2.208 -2.938
H 7.847 -1.230 -1.521
H 6.031 -0.197 -2.468
H 5.661 -0.915 -1.040
H 3.150 -0.868 -1.898
H 2.726 -1.903 -3.161
H 3.774 -0.507 -3.461
C -1.884 -4.574 2.393
O -2.368 -5.502 1.479
C -1.823 -5.252 0.175
C -0.530 -5.965 -0.123
O 0.581 -5.065 -0.067
C 1.782 -5.561 -0.587
C 2.845 -4.423 -0.697
O 3.233 -4.014 0.636
C 3.808 -2.740 0.694
H -0.814 -4.389 2.297
H -2.174 -4.926 3.383
H -2.299 -3.580 2.226
H -1.896 -4.233 -0.207
H -2.562 -5.766 -0.440
H -0.581 -6.327 -1.150
H -0.402 -6.846 0.506
H 1.666 -5.986 -1.584
H 2.146 -6.410 -0.008
H 2.438 -3.626 -1.319
H 3.706 -4.865 -1.198
H 3.070 -2.032 0.318
H 4.711 -2.713 0.085
H 3.988 -2.429 1.723
C -9.441 -1.591 5.723
O -8.978 -2.335 4.614
C -8.587 -1.559 3.462
C -7.334 -0.713 3.663
O -6.265 -1.233 4.367
C -5.925 -2.595 4.191
C -5.212 -3.009 2.911
O -6.028 -3.058 1.753
C -5.297 -3.318 0.561
H -9.467 -2.279 6.568
H -10.460 -1.204 5.708
H -8.799 -0.744 5.963
H -9.315 -0.783 3.228
H -8.484 -2.211 2.594
H -7.642 0.216 4.142
H -7.048 -0.418 2.653
H -6.744 -3.313 4.197
H -5.420 -2.817 5.132
H -4.862 -4.036 3.015
H -4.349 -2.363 2.747
H -6.029 -3.524 -0.220
H -4.672 -4.210 0.504
H -4.820 -2.400 0.220
C 1.632 2.879 -2.775
O 2.814 2.311 -3.294
C 3.028 2.667 -4.647
C 4.408 2.186 -5.138
O 5.422 2.916 -4.386
C 6.804 2.479 -4.606
C 7.830 3.635 -4.314
O 7.696 3.952 -2.939
C 8.488 4.959 -2.515
H 1.786 3.957 -2.834
H 1.334 2.541 -1.783
H 0.760 2.703 -3.405
H 2.998 3.754 -4.717
H 2.210 2.205 -5.199
H 4.420 2.200 -6.228
H 4.538 1.128 -4.910
H 6.850 2.246 -5.670
H 7.043 1.585 -4.031
H 7.676 4.523 -4.927
H 8.854 3.327 -4.528
H 8.467 5.801 -3.207
H 9.535 4.707 -2.346
H 7.965 5.252 -1.604
C -0.436 0.676 -7.156
O 0.827 0.307 -6.643
C 0.831 -0.055 -5.236
C 0.162 -1.382 -4.862
O 0.807 -2.506 -5.482
C 0.063 -3.729 -5.441
C 0.093 -4.362 -3.995
O -0.660 -3.721 -2.953
C -1.977 -3.564 -3.184
H -1.111 -0.173 -7.049
H -0.206 0.780 -8.216
H -0.811 1.601 -6.717
H 0.414 0.784 -4.680
H 1.843 -0.197 -4.856
H -0.886 -1.374 -5.161
H 0.203 -1.517 -3.782
H 0.608 -4.421 -6.084
H -0.940 -3.566 -5.836
H 1.118 -4.483 -3.642
H -0.132 -5.428 -4.018
H -2.139 -3.083 -4.148
H -2.545 -3.015 -2.432
H -2.468 -4.537 -3.165
*
```

Here are the Löwdin charges for atoms 1 to 4, given in e: C 0.01; C -0.31; C -0.07; O 0.05

=====

Entry 2:
Density functional theory data (ωB97M-V/def2-TZVPD) for a cluster of 16 separate species, C64H141N9O30 in total at a distorted geometry.

DFT total energy	-5272.979398	Ha

The geometry in ORCA input format:
```
! RIJCOSX wB97M-V def2-TZVPD def2/J DEFGRID3
* xyz 0 1
C 6.550 0.801 -6.014
C 5.295 0.749 -5.062
C 5.774 0.895 -3.591
O 5.646 2.331 -3.374
C 4.830 2.857 -4.273
O 4.562 4.030 -4.299
O 4.473 1.938 -5.163
H 7.252 1.627 -5.895
H 6.178 0.849 -7.002
H 7.122 -0.103 -6.094
H 4.712 -0.161 -5.249
H 6.824 0.718 -3.401
H 5.185 0.339 -2.823
C 1.423 4.855 -4.218
C 0.198 4.270 -3.677
C -0.243 4.768 -2.286
O -1.103 5.821 -2.639
C -1.638 5.598 -3.874
O -2.604 6.163 -4.312
O -0.903 4.706 -4.505
H 1.278 5.935 -4.233
H 1.516 4.524 -5.253
H 2.249 4.596 -3.544
H 0.290 3.188 -3.727
H 0.559 5.138 -1.683
H -0.871 4.120 -1.679
C 5.847 -5.861 -0.594
C 4.739 -5.473 -1.530
C 3.618 -4.776 -0.756
O 3.718 -3.363 -1.053
C 4.592 -3.245 -2.081
O 4.945 -2.230 -2.614
O 5.074 -4.467 -2.473
H 6.166 -5.001 -0.012
H 6.645 -6.165 -1.246
H 5.532 -6.642 0.066
H 4.344 -6.266 -2.129
H 3.611 -4.977 0.306
H 2.576 -5.061 -1.192
C -1.444 2.318 5.605
C -1.812 2.848 4.253
C -3.292 3.198 4.109
O -3.296 4.661 4.404
C -2.067 5.062 4.045
O -1.750 6.245 4.063
O -1.162 4.109 3.933
H -1.788 2.893 6.450
H -0.416 2.001 5.674
H -2.018 1.335 5.611
H -1.535 2.312 3.388
H -3.897 2.792 4.906
H -3.623 3.118 3.068
C -3.170 7.815 -0.793
C -2.905 7.360 0.585
C -4.166 7.026 1.387
O -4.044 5.662 1.655
C -2.799 5.203 1.170
O -2.537 4.066 1.154
O -2.142 6.195 0.611
H -3.954 7.264 -1.298
H -2.249 7.717 -1.438
H -3.503 8.864 -0.810
H -2.338 8.163 1.075
H -5.112 7.253 0.975
H -4.057 7.577 2.342
C 0.122 -3.501 5.148
C -0.321 -2.083 5.165
C 0.568 -1.244 6.023
O 0.994 -0.216 5.241
C 0.763 -0.477 3.952
O 1.095 0.233 3.030
O -0.011 -1.516 3.889
H -0.483 -4.178 4.558
H 0.341 -3.898 6.138
H 1.089 -3.466 4.678
H -1.402 -2.019 5.293
H 1.457 -1.791 6.386
H 0.157 -0.922 6.996
C 2.059 5.067 2.591
C 2.526 4.184 3.781
C 2.705 2.732 3.521
O 3.813 2.353 4.387
C 4.574 3.424 4.577
O 5.677 3.434 5.028
O 3.935 4.522 4.037
H 0.965 5.228 2.555
H 2.363 4.481 1.674
H 2.529 6.053 2.495
H 1.864 4.393 4.653
H 3.095 2.637 2.467
H 1.910 2.117 3.879
C -5.368 -2.301 -3.413
C -5.461 -1.667 -2.048
C -6.445 -2.473 -1.187
O -7.608 -2.690 -1.917
C -8.758 -2.879 -1.168
N -4.185 -1.611 -1.291
H -5.140 -3.377 -3.398
H -4.589 -1.799 -4.010
H -6.229 -2.098 -4.000
H -5.854 -0.641 -1.982
H -6.699 -1.982 -0.174
H -6.086 -3.487 -1.040
H -8.630 -3.849 -0.629
H -9.584 -2.891 -1.926
H -8.976 -2.033 -0.564
H -3.721 -0.759 -1.529
H -3.672 -2.442 -1.312
C -5.472 4.180 -1.274
C -5.078 2.701 -1.229
C -3.553 2.513 -1.644
O -3.205 3.297 -2.780
C -3.662 2.757 -4.034
N -5.307 2.070 0.105
H -4.870 4.976 -0.755
H -6.434 4.453 -0.856
H -5.406 4.588 -2.250
H -5.742 2.201 -1.961
H -3.379 1.455 -1.813
H -2.958 2.870 -0.804
H -4.760 2.601 -4.096
H -3.157 1.796 -4.189
H -3.419 3.412 -4.822
H -4.685 2.497 0.756
H -4.964 1.155 0.020
C -1.140 -5.119 -4.080
C -1.603 -4.158 -3.053
C -0.711 -4.269 -1.819
O -0.996 -3.351 -0.740
C -0.058 -3.268 0.297
N -1.654 -2.760 -3.498
H -1.669 -5.028 -5.058
H -1.115 -6.169 -3.762
H -0.116 -4.827 -4.300
H -2.537 -4.602 -2.790
H 0.344 -4.203 -2.058
H -0.918 -5.274 -1.381
H 0.962 -3.015 -0.130
H 0.012 -4.196 0.830
H -0.431 -2.388 0.912
H -2.043 -2.184 -2.727
H -0.781 -2.308 -3.806
C -5.156 -6.346 1.960
C -3.833 -5.556 1.897
C -2.744 -6.455 2.446
O -1.501 -5.731 2.520
C -0.390 -6.536 2.412
N -3.516 -5.114 0.528
H -5.229 -6.826 2.987
H -5.285 -7.187 1.267
H -5.996 -5.637 1.936
H -4.053 -4.648 2.590
H -2.663 -7.319 1.789
H -3.046 -6.829 3.406
H -0.503 -7.370 3.089
H 0.472 -5.959 2.589
H -0.345 -6.976 1.368
H -2.520 -4.783 0.513
H -3.527 -5.927 -0.074
C 7.450 2.957 2.162
C 7.641 2.247 0.862
C 6.295 1.477 0.836
O 6.182 0.676 -0.329
C 7.102 -0.397 -0.434
N 8.013 3.106 -0.280
H 8.257 3.649 2.284
H 7.231 2.358 3.002
H 6.579 3.575 2.056
H 8.499 1.539 0.830
H 5.389 2.119 0.862
H 6.242 0.822 1.712
H 7.522 -0.694 0.601
H 7.973 -0.192 -1.083
H 6.528 -1.267 -0.831
H 7.679 2.798 -1.234
H 7.746 4.109 -0.127
C -2.802 -2.107 2.376
C -4.146 -1.589 2.794
C -4.076 -1.188 4.268
O -3.739 -2.306 5.167
C -4.872 -3.092 5.434
N -4.447 -0.407 2.035
H -2.492 -3.009 2.993
H -1.987 -1.365 2.465
H -2.925 -2.360 1.283
H -4.954 -2.343 2.620
H -5.032 -0.746 4.559
H -3.253 -0.507 4.352
H -4.570 -4.043 5.818
H -5.371 -3.393 4.478
H -5.634 -2.508 6.031
H -5.372 0.000 2.248
H -4.528 -0.654 1.025
C 3.786 -0.951 1.274
C 4.161 -2.084 2.224
C 4.564 -1.762 3.622
O 5.681 -0.932 3.542
C 6.008 -0.492 4.858
N 3.064 -3.024 2.570
H 2.918 -0.471 1.698
H 3.537 -1.302 0.236
H 4.603 -0.206 1.166
H 5.026 -2.585 1.707
H 4.622 -2.631 4.294
H 3.789 -1.140 4.054
H 5.125 0.069 5.197
H 6.934 0.143 4.759
H 6.211 -1.373 5.446
H 2.372 -3.139 1.759
H 3.515 -3.934 2.782
C 1.373 1.452 -5.496
C 0.350 0.445 -4.949
C -0.507 -0.215 -6.061
O 0.319 -0.937 -6.935
C -0.331 -1.882 -7.706
N 0.904 -0.671 -4.116
H 0.860 2.284 -5.960
H 1.969 1.026 -6.253
H 1.967 1.782 -4.641
H -0.286 0.890 -4.223
H -0.934 0.613 -6.655
H -1.336 -0.785 -5.668
H 0.416 -2.498 -8.099
H -0.806 -1.385 -8.534
H -1.063 -2.510 -7.159
H 1.357 -0.325 -3.309
H 1.644 -1.074 -4.715
C -1.371 1.092 0.774
C -0.622 1.027 -0.508
C 0.885 1.015 -0.286
O 1.498 1.106 -1.549
C 2.675 1.871 -1.605
N -1.106 -0.036 -1.384
H -1.013 0.316 1.423
H -2.448 1.084 0.678
H -1.142 2.048 1.291
H -0.814 1.953 -0.989
H 1.300 0.150 0.269
H 1.088 1.968 0.218
H 2.553 2.893 -1.218
H 2.897 1.907 -2.658
H 3.457 1.380 -0.993
H -1.227 -0.852 -0.768
H -0.477 -0.435 -2.172
*
```

Here are the Löwdin charges for atoms 1 to 4, given in e: C -0.01; C -0.22; C -0.07; O 0.05